{
  "formula": "C3H6OS",
  "method": "ωB97M-V with the def2-TZVPD basis set",
  "smiles": "C/C=C/OS",
  "total_energy_ha": -591.22522,
  "homo_lumo_gap_ev": 9.72,
  "symbols": ["C", "C", "C", "O", "S", "H", "H", "H", "H", "H", "H"],
  "coordinates": [[-0.33402, -0.30074, -0.15651], [0.46252, 0.78568, -0.22904], [-1.87620, -0.17455, -0.06718], [2.02574, 0.59768, -0.49623], [2.74090, -0.72888, 0.15882], [-0.07123, -1.34055, -0.25607], [0.43999, 1.89996, 0.00968], [-2.29905, -0.26639, -1.12673], [-2.22530, -1.15066, 0.51312], [-2.19853, 0.80496, 0.48283], [3.33517, -0.12651, 1.16730]],
  "forces_ev_per_a": [[-1.2, 2.6, -0.3], [3.2, -1.1, 0.5], [-0.2, -0.7, 0.9], [-3.1, 0.4, 0.4], [-0.3, -0.4, -0.7], [1.0, 0.1, -0.2], [-0.8, -1.9, -0.6], [0.4, 0.4, 1.5], [0.4, 2.3, -1.0], [0.4, -2.0, -1.2], [0.3, 0.3, 0.7]],
  "mulliken_charge": [-0.150, 0.014, -0.918, -0.354, -0.090, 0.289, 0.295, 0.251, 0.258, 0.281, 0.125]
}